1.
A 11-piece molecular cluster, C19H52F36N5O5P6 overall. Source: OMol25; level of theory: wB97M-V/def2-TZVPD.

Positions of all 123 atoms, in Å:
C  -6.6296  -0.9826  -0.3699
C  -5.1665  -0.7155  -0.7472
O  -4.2999  -1.5436  -1.1008
N  -4.7437  0.7366  -0.6877
H  -4.0353  1.0045  -1.3559
H  -5.4897  1.3910  -0.8761
C  -4.2259  1.0142  0.7648
H  -7.3661  -0.3192  -0.8231
H  -6.7081  -0.7319  0.6880
H  -6.8471  -2.0420  -0.5060
H  -4.7244  0.4527  1.5549
H  -4.4022  2.0523  1.0465
H  -3.1982  0.6638  0.6689
C  -3.6786  -6.9400  -0.1322
C  -4.2440  -5.5261  0.1532
O  -5.1663  -5.0227  -0.4491
N  -3.5600  -4.8168  1.3420
H  -4.2681  -4.2524  1.7894
H  -3.1749  -5.4544  2.0241
C  -2.3645  -3.9896  0.7583
H  -2.5980  -6.8981  -0.2686
H  -3.9553  -7.1797  -1.1589
H  -4.0311  -7.7692  0.4813
H  -1.5045  -4.5852  0.4519
H  -2.1386  -3.1600  1.4283
H  -2.6680  -3.4826  -0.1576
C  0.8710  0.6796  -0.7297
C  -0.1935  -0.3637  -0.8400
O  -1.1626  -0.5349  -0.1333
N  0.0652  -1.3224  -2.0191
H  0.6742  -0.8858  -2.6963
H  0.5184  -2.1509  -1.6609
C  -1.2240  -1.6001  -2.8466
H  1.8719  0.2799  -0.5673
H  0.7013  1.1810  0.2231
H  0.7867  1.4433  -1.5029
H  -1.0939  -2.5818  -3.3021
H  -1.2472  -0.7623  -3.5434
H  -2.1570  -1.5187  -2.2890
C  4.8181  5.6608  -0.7990
N  3.6182  4.9016  -1.3753
C  4.1549  3.9736  -2.4480
C  3.0213  4.0943  -0.2231
C  2.5433  5.8908  -1.9416
C  1.0650  5.2755  -2.2309
O  1.1529  4.0114  -2.8000
H  4.5539  6.4751  -0.1243
H  5.4670  5.9574  -1.6230
H  5.4817  4.9849  -0.2596
H  4.4220  4.6550  -3.2558
H  3.3639  3.2421  -2.6128
H  5.0720  3.4383  -2.2022
H  2.4631  4.7908  0.4025
H  3.8080  3.6736  0.4033
H  2.3356  3.3849  -0.6864
H  2.9428  6.3271  -2.8571
H  2.4149  6.6889  -1.2104
H  0.5389  5.9319  -2.9241
H  0.4033  5.2152  -1.3669
H  0.2309  3.7447  -2.8195
C  -0.1526  -1.0159  5.0395
N  0.9252  -0.1151  4.4136
C  0.7713  -0.1797  2.9071
C  0.6646  1.3047  4.8774
C  2.3295  -0.6272  4.8435
C  2.6816  -0.4915  6.3161
O  2.7825  0.8322  6.7807
H  -1.1456  -0.5869  4.9055
H  -0.0485  -0.9573  6.1229
H  -0.0979  -2.0295  4.6422
H  -0.1674  0.2506  2.5579
H  0.8585  -1.2621  2.8135
H  1.5877  0.4030  2.4803
H  1.5215  1.8772  4.5223
H  0.6615  1.3597  5.9660
H  -0.2526  1.6747  4.4192
H  3.0596  0.0177  4.3545
H  2.1000  -1.5910  4.3890
H  3.6983  -0.8768  6.3943
H  2.0507  -1.1336  6.9307
H  2.9621  0.8911  7.7219
P  2.4400  -1.5415  -4.7420
F  1.1365  -2.5719  -4.7188
F  2.3246  -1.2851  -6.3438
F  1.3850  -0.2597  -4.4537
F  3.6461  -0.4397  -4.8476
F  2.6075  -1.7800  -3.1590
F  3.5061  -2.8125  -5.0404
P  -0.9785  3.9714  1.5448
F  0.5942  4.1125  1.9035
F  -1.2560  4.6146  2.9950
F  -0.9625  5.4258  0.8392
F  -2.5403  3.9092  1.2360
F  -0.6050  3.4228  0.0602
F  -1.0030  2.4932  2.1459
P  1.5877  -3.7845  0.9230
F  1.7079  -3.9742  2.5128
F  0.2529  -2.8758  1.2091
F  2.4569  -2.3850  0.9863
F  1.4620  -3.4457  -0.6530
F  3.0437  -4.5194  0.7345
F  0.7949  -5.2497  0.7931
P  -2.4282  2.2127  -3.3613
F  -2.3624  3.3624  -4.5477
F  -4.0885  2.2480  -3.3740
F  -2.4510  1.0855  -4.5417
F  -2.6452  1.1013  -2.2310
F  -0.7593  2.2038  -3.3262
F  -2.4087  3.3700  -2.1741
P  -2.3643  -5.6352  -3.8486
F  -2.1195  -4.5791  -2.5802
F  -2.1959  -6.8408  -2.8318
F  -3.9749  -5.6548  -3.6608
F  -2.4881  -6.7720  -5.0057
F  -2.4596  -4.4162  -4.9297
F  -0.7674  -5.6488  -4.1028
P  4.8686  1.3247  1.8649
F  4.0170  -0.0142  2.0869
F  3.5828  2.0465  2.4332
F  5.1479  1.3116  3.5017
F  5.7531  2.7106  1.6747
F  6.2581  0.4376  1.6603
F  4.4014  1.2930  0.3140

Properties
total charge = 0
multiplicity = 2
total energy = -7049.34004 hartree
<S²> = 0.7541

2.
C19H53N7O6P3S3 as an isolated structure. Source: OMol25; level of theory: wB97M-V/def2-TZVPD.

Positions of all 91 atoms, in Å:
C  9.6285  -0.9440  1.6539
C  8.4925  0.1199  1.5945
P  7.4975  -0.2168  0.0827
C  6.5876  1.2805  -0.5021
C  5.1805  1.5454  0.0751
S  6.2421  -1.9333  0.4042
O  6.6130  -2.8526  -0.6470
O  6.6514  -2.4265  1.7056
N  4.7014  -1.5297  0.2450
S  3.7387  -1.9123  1.4676
O  3.6454  -3.3220  1.7713
O  4.0090  -1.0927  2.6361
C  2.0942  -1.4857  0.8605
C  1.1650  -1.1900  2.0290
C  1.0319  0.2973  2.4698
S  2.2852  1.4512  1.8545
H  9.5529  -1.5548  2.5508
H  9.5187  -1.6382  0.8180
H  10.6167  -0.4958  1.5447
H  7.9223  -0.0078  2.5169
H  8.9538  1.1060  1.5624
H  7.2207  2.1283  -0.2134
H  6.6029  1.2752  -1.5909
H  4.9257  2.6057  0.1323
H  5.0328  1.0279  1.0201
H  4.4510  1.0894  -0.5976
H  2.1101  -0.7308  0.0782
H  1.7500  -2.4040  0.3824
H  1.5004  -1.7734  2.8874
H  0.1636  -1.5629  1.7971
H  0.0318  0.6765  2.2605
H  1.1229  0.3108  3.5559
H  1.7566  1.7611  0.6578
O  -2.8913  -0.1320  1.7076
P  -4.0809  0.1229  2.5823
N  -4.6274  -1.5032  2.7171
C  -5.9621  -2.0002  2.4714
C  -3.6892  -2.4707  3.2707
N  -5.0461  1.0196  1.4877
C  -6.4489  0.7865  1.2150
C  -4.3830  1.5359  0.2956
N  -5.0610  0.6542  3.9212
C  -4.8585  2.0963  4.2221
C  -4.8601  -0.0599  5.1971
H  -6.7349  -1.4321  3.0031
H  -6.0630  -3.0307  2.8123
H  -6.2034  -2.0005  1.4040
H  -3.6412  -2.4275  4.3688
H  -2.6810  -2.2954  2.8917
H  -3.9554  -3.4892  2.9897
H  -6.5976  -0.0227  0.4900
H  -6.9034  1.6902  0.7958
H  -7.0134  0.5665  2.1186
H  -4.2487  0.7617  -0.4700
H  -3.4092  1.9517  0.5396
H  -4.9732  2.3503  -0.1331
H  -3.8373  2.3047  4.5552
H  -5.5500  2.4150  5.0027
H  -5.0594  2.7081  3.3460
H  -3.8112  -0.0867  5.5037
H  -5.2352  -1.0795  5.1383
H  -5.4348  0.4292  5.9835
O  -0.0903  -1.5761  -3.1141
P  -0.6874  -0.3766  -3.7778
N  0.5771  0.0777  -4.8374
C  1.1530  1.3965  -4.9886
C  1.0363  -0.9236  -5.7868
N  -0.8112  0.6613  -2.4266
C  -0.4458  2.0632  -2.4105
C  -0.5893  0.0774  -1.1055
N  -1.9157  0.5492  -4.5975
C  -3.2549  0.3573  -3.9869
C  -2.0735  0.2808  -6.0388
H  0.3985  2.1764  -5.1445
H  1.8087  1.4377  -5.8584
H  1.7638  1.6706  -4.1242
H  0.3742  -1.0063  -6.6629
H  1.0855  -1.9080  -5.3178
H  2.0392  -0.6989  -6.1481
H  0.6316  2.2052  -2.2639
H  -0.9583  2.5729  -1.5881
H  -0.7563  2.5815  -3.3163
H  0.4763  -0.0531  -0.8881
H  -1.0824  -0.8858  -1.0153
H  -1.0247  0.7179  -0.3344
H  -3.6053  -0.6756  -4.0855
H  -3.9807  1.0173  -4.4644
H  -3.2389  0.6086  -2.9292
H  -2.2141  -0.7821  -6.2570
H  -1.2145  0.6439  -6.6007
H  -2.9370  0.8258  -6.4212

Properties
total charge = -1
multiplicity = 1
total energy = -3809.03671 hartree